[1]
ORCA calculation (the ωB97M-V functional and the def2-TZVPD basis) on a molecular structure, C45H62N2O4P2S2SiTi.

Output
Maximum force: 1.047 eV/A
<S²>: 2.055
HOMO energy (spin up / spin down): -0.2819 / -0.2876 Ha

```
! RIJCOSX wB97M-V def2-TZVPD def2/J DEFGRID3
* xyz 0 3
C 4.242 2.034 -1.835
H -4.770 -3.529 -2.272
C 0.464 2.366 -3.039
C 0.680 2.839 1.909
C -1.253 -2.883 1.456
C 3.805 1.332 4.875
H 4.633 3.230 -4.967
H 2.658 3.298 2.666
P 0.457 1.016 2.251
H 0.216 2.875 0.911
O 4.338 0.388 0.170
C 5.324 4.162 -1.794
H -1.775 3.309 0.783
O 0.086 -2.135 -2.584
H -0.448 5.992 2.800
H 2.028 5.766 2.893
C 2.142 3.265 1.708
H -0.948 -3.680 0.778
H 1.875 3.451 -4.250
C 2.505 -0.394 3.621
H -1.105 3.627 2.867
Ti 0.983 -0.432 -0.193
H 4.887 3.003 -0.040
C 1.181 0.347 3.840
P -1.482 1.061 -1.555
H 2.576 2.569 6.160
H 0.357 3.141 -2.271
H 5.595 6.357 -3.400
H -3.323 0.179 -3.800
H 3.582 1.232 2.722
C -2.716 2.262 -0.843
H 0.385 1.795 5.285
C -1.942 1.502 3.688
C -1.526 3.804 -4.197
C -3.473 -0.101 2.054
O 3.269 -0.404 -1.921
H -0.460 5.275 1.201
H -4.268 3.845 1.249
H -2.835 2.108 -3.977
H -4.735 -1.804 -4.048
H 5.467 5.478 -4.927
N 0.353 -1.364 -1.745
H 3.714 1.266 -3.759
H 3.983 0.623 5.692
C 1.291 1.214 5.107
C -2.059 3.527 -0.251
C -0.048 3.873 2.773
C -2.539 -1.377 -0.879
C -0.847 1.575 -3.216
C -2.550 -0.391 -1.873
H -3.723 3.332 -2.439
H -2.602 5.506 0.403
C 1.513 5.684 1.929
C -3.355 -2.495 -1.039
H -3.750 1.902 4.761
H -0.569 0.611 -3.659
H -5.799 3.722 -1.305
H -2.292 4.334 -4.768
H -3.077 1.657 0.000
H -3.353 -3.277 -0.290
C 5.265 4.240 -3.184
C 0.877 3.022 -4.348
H -4.081 -0.742 1.423
C 2.226 4.647 1.070
H -0.521 -2.847 2.264
H -1.623 1.916 -5.208
H 0.410 -0.406 4.050
C 4.166 2.086 -3.218
O 2.157 1.190 -0.552
H 0.952 2.251 -5.123
H 1.773 4.614 0.072
H 5.778 4.970 -1.233
Si -1.329 -1.213 0.567
H 6.930 5.353 -3.953
C 4.821 3.066 -1.118
N 1.816 -1.968 0.653
C 2.738 -2.722 0.685
C -2.101 -0.001 1.808
H 2.459 -1.010 2.728
C -4.134 -1.682 -3.156
H -3.097 5.160 -1.238
C 0.068 5.270 2.162
C -3.337 -0.556 -3.009
H 4.608 -0.010 3.368
C -3.973 2.631 -1.644
H 2.638 -1.076 4.470
C -4.152 -2.648 -2.163
C -5.012 3.253 -0.708
H -5.143 0.503 3.255
H -4.401 1.749 -2.121
C 5.841 5.422 -3.905
C 2.524 2.107 5.170
H -1.135 3.788 -0.777
H 1.236 1.698 -2.666
S 3.530 0.666 -0.987
H -5.048 5.140 0.373
H 2.660 2.537 1.095
H -0.196 4.145 -5.856
H -1.353 2.114 4.353
C -1.792 2.303 -4.199
C -3.300 1.381 3.926
C 4.683 3.187 -3.885
H 1.355 0.505 5.941
H 3.274 4.921 0.924
C -3.013 4.723 -0.239
H 0.373 3.876 3.785
C 3.694 0.551 3.569
C -1.336 0.848 2.611
S 3.952 -3.723 0.757
H 0.199 5.083 -4.433
H -2.224 -3.137 1.888
H -5.494 2.456 -0.137
C -4.385 4.282 0.253
C -0.137 4.098 -4.766
C -4.077 0.592 3.087
H 2.423 2.932 4.465
H 4.663 2.007 4.858
H -1.601 4.178 -3.170
H 1.557 6.672 1.465
*
```

[2]
ORCA calculation (the ωB97M-V functional and the def2-TZVPD basis) on a single C4H9N2O3P molecule.

Output
Maximum force: 3.547 eV/A
ΔE to the lowest compared entry with this formula, charge and spin: 3.624 eV
HOMO energy: -0.3068 Ha
SMILES: COCOP(N=C=N)OC

```
! RIJCOSX wB97M-V def2-TZVPD def2/J DEFGRID3
* xyz 0 1
H -2.055 1.270 1.389
C -1.148 1.309 0.672
N 1.923 0.419 -0.247
O 0.283 -1.902 -0.681
N 4.178 1.348 0.161
H -2.832 0.915 -2.176
O -0.661 -0.030 0.629
P 0.022 -0.343 -0.872
H -3.703 1.433 -0.701
O -1.583 1.802 -0.591
H -2.535 -0.013 -0.686
H 5.011 0.872 0.374
H -0.124 -3.291 0.759
H 1.770 -3.060 0.223
C -2.728 1.065 -1.009
H 0.767 -1.960 1.395
C 0.698 -2.590 0.447
H -0.377 1.991 1.011
C 3.094 0.765 -0.096
*
```

[3]
ORCA calculation (the ωB97M-V functional and the def2-TZVPD basis) on a single C5H9N3 molecule.

Output
Maximum force: 3.026 eV/A
ΔE to the lowest compared entry with this formula, charge and spin: 1.807 eV
HOMO energy: -0.3014 Ha
SMILES: [H]/N=C(C)/C=N/C(=C)N

```
! RIJCOSX wB97M-V def2-TZVPD def2/J DEFGRID3
* xyz 0 1
H -3.070 -2.210 0.211
H 1.305 2.100 -0.753
N 2.907 -0.555 -0.198
H 2.789 2.064 0.222
H 3.776 -0.026 -0.142
H 1.191 1.863 0.986
N -0.517 0.037 0.007
H -3.556 0.354 0.296
C -1.778 -0.574 -0.082
C 1.792 1.640 0.106
H -1.269 -2.608 0.143
H -1.964 1.304 0.041
C -2.052 -1.872 0.121
C 1.860 0.152 -0.089
H 0.658 -1.598 -0.526
N -2.657 0.489 -0.137
C 0.584 -0.561 -0.207
*
```